{"formula": "C45H107N4O8P", "method": "ωB97M-V/def2-TZVPD", "elements": ["C", "O", "P", "O", "O", "C", "O", "C", "H", "H", "H", "H", "H", "H", "H", "H", "H", "C", "N", "C", "C", "O", "H", "H", "H", "H", "H", "H", "H", "C", "N", "C", "C", "O", "H", "H", "H", "H", "H", "H", "H", "C", "N", "C", "C", "O", "H", "H", "H", "H", "H", "H", "H", "C", "N", "C", "C", "O", "H", "H", "H", "H", "H", "H", "H", "C", "C", "C", "C", "C", "C", "H", "H", "H", "H", "H", "H", "H", "H", "H", "H", "H", "H", "H", "H", "C", "C", "C", "C", "C", "C", "H", "H", "H", "H", "H", "H", "H", "H", "H", "H", "H", "H", "H", "H", "C", "C", "C", "C", "C", "C", "H", "H", "H", "H", "H", "H", "H", "H", "H", "H", "H", "H", "H", "H", "C", "C", "C", "C", "C", "C", "H", "H", "H", "H", "H", "H", "H", "H", "H", "H", "H", "H", "H", "H", "C", "C", "C", "C", "C", "C", "H", "H", "H", "H", "H", "H", "H", "H", "H", "H", "H", "H", "H", "H"], "coordinates": [[1.748, -4.344, -4.244], [1.730, -3.038, -3.735], [0.627, -2.665, -2.589], [0.549, -1.228, -2.215], [-0.781, -3.216, -3.182], [-1.134, -2.867, -4.472], [0.985, -3.697, -1.325], [1.004, -3.233, -0.009], [0.838, -4.898, -4.013], [2.641, -4.882, -3.927], [1.812, -4.349, -5.332], [-0.692, -1.909, -4.746], [-2.216, -2.812, -4.596], [-0.671, -3.568, -5.167], [0.222, -3.756, 0.540], [0.882, -2.159, 0.132], [1.950, -3.456, 0.485], [4.654, 3.919, 1.430], [5.871, 3.594, 0.673], [7.051, 4.265, 0.683], [8.161, 3.771, -0.170], [7.245, 5.309, 1.317], [3.776, 3.754, 0.806], [4.688, 4.940, 1.810], [4.578, 3.207, 2.252], [5.752, 2.723, 0.177], [8.088, 4.441, -1.026], [8.022, 2.714, -0.399], [9.160, 3.836, 0.261], [-1.351, -0.193, 0.578], [-0.328, 0.534, -0.217], [0.041, 1.790, 0.108], [1.064, 2.454, -0.814], [-0.358, 2.390, 1.105], [-1.957, 0.566, 1.072], [-0.936, -0.900, 1.296], [-2.071, -0.615, -0.123], [0.087, -0.001, -0.966], [1.856, 2.768, -0.135], [0.580, 3.333, -1.239], [1.533, 1.765, -1.516], [4.416, -0.022, 3.922], [3.497, -1.066, 3.403], [2.208, -0.827, 3.051], [1.527, 0.499, 3.137], [1.548, -1.772, 2.701], [4.430, -0.130, 5.007], [4.031, 0.951, 3.617], [5.435, -0.088, 3.542], [3.838, -2.007, 3.267], [0.479, 0.305, 2.910], [1.880, 1.144, 2.333], [1.698, 0.992, 4.094], [7.199, -0.100, 1.140], [5.898, -0.627, 0.837], [4.988, -0.062, 0.016], [3.596, -0.728, -0.269], [5.184, 1.038, -0.461], [7.934, -0.218, 0.344], [7.557, -0.693, 1.982], [7.205, 0.938, 1.473], [5.656, -1.590, 1.026], [2.662, -0.214, -0.044], [3.664, -1.628, 0.342], [3.585, -0.998, -1.325], [-5.117, -1.351, 0.658], [-5.035, -0.760, -0.781], [-6.070, -1.390, -1.730], [-6.006, -0.856, -3.131], [-6.790, -1.584, -4.252], [-6.894, -0.848, -5.536], [-4.652, -2.333, 0.741], [-6.124, -1.436, 1.067], [-4.668, -0.651, 1.362], [-5.279, 0.290, -0.621], [-4.026, -0.925, -1.159], [-7.114, -1.318, -1.422], [-5.868, -2.461, -1.738], [-6.330, 0.181, -3.038], [-4.952, -0.792, -3.400], [-6.248, -2.506, -4.460], [-7.782, -1.827, -3.871], [-5.996, -0.330, -5.872], [-7.131, -1.540, -6.344], [-7.697, -0.111, -5.543], [-1.966, 0.812, 6.834], [-1.418, 0.706, 5.405], [-1.882, 1.848, 4.461], [-1.602, 3.238, 5.049], [-2.276, 4.407, 4.225], [-2.048, 5.742, 4.942], [-1.861, -0.100, 7.422], [-2.957, 1.243, 6.974], [-1.380, 1.530, 7.407], [-0.328, 0.700, 5.373], [-1.867, -0.226, 5.063], [-2.932, 1.693, 4.211], [-1.317, 1.732, 3.536], [-1.977, 3.359, 6.065], [-0.527, 3.401, 5.129], [-1.867, 4.496, 3.219], [-3.335, 4.168, 4.140], [-2.503, 5.703, 5.932], [-1.041, 5.967, 5.295], [-2.534, 6.512, 4.342], [-1.089, -8.298, 3.957], [-0.411, -7.167, 4.675], [-0.502, -5.832, 3.999], [-1.801, -5.044, 4.149], [-1.686, -3.724, 3.388], [-3.006, -2.890, 3.490], [-1.168, -9.177, 4.596], [-0.663, -8.537, 2.982], [-2.052, -7.889, 3.654], [-0.803, -7.092, 5.689], [0.625, -7.414, 4.904], [-0.339, -5.952, 2.928], [0.376, -5.261, 4.303], [-2.579, -5.735, 3.826], [-2.108, -4.866, 5.179], [-0.745, -3.305, 3.746], [-1.494, -3.893, 2.329], [-3.238, -2.461, 4.465], [-2.814, -1.969, 2.940], [-3.871, -3.351, 3.012], [0.901, 1.901, -4.887], [1.696, 0.620, -5.003], [3.020, 0.743, -4.208], [4.159, 1.580, -4.748], [4.674, 1.129, -6.171], [5.872, 1.916, -6.782], [1.562, 2.747, -5.076], [0.420, 2.020, -3.916], [0.111, 1.865, -5.637], [1.102, -0.165, -4.536], [1.963, 0.365, -6.029], [3.401, -0.278, -4.192], [2.834, 1.044, -3.177], [3.851, 2.619, -4.859], [4.943, 1.517, -3.993], [4.966, 0.079, -6.209], [3.889, 1.298, -6.909], [5.909, 1.721, -7.854], [5.707, 2.993, -6.765], [6.847, 1.676, -6.357], [-3.958, 3.820, 1.350], [-4.351, 3.587, -0.166], [-3.261, 2.798, -0.901], [-3.582, 2.388, -2.356], [-2.310, 1.871, -3.128], [-2.501, 0.995, -4.358], [-2.924, 4.158, 1.289], [-3.915, 2.894, 1.923], [-4.564, 4.549, 1.888], [-5.303, 3.061, -0.223], [-4.521, 4.597, -0.537], [-3.052, 1.892, -0.331], [-2.308, 3.322, -0.827], [-4.357, 1.623, -2.403], [-4.137, 3.194, -2.836], [-1.553, 2.633, -3.312], [-1.742, 1.262, -2.424], [-2.789, -0.038, -4.161], [-3.158, 1.436, -5.108], [-1.590, 0.656, -4.851]], "forces_ev_per_a": [[0.2, -1.4, -0.9], [-1.3, 1.4, 1.6], [0.1, -0.8, 1.1], [0.7, -1.5, -0.7], [1.5, -0.5, 2.5], [0.4, 0.7, -1.8], [-0.5, 1.4, -3.7], [-0.1, 0.3, 1.9], [0.1, -0.1, 0.3], [-0.2, 0.0, 0.5], [0.0, 0.5, -0.1], [-0.3, 0.4, 0.0], [0.1, -0.2, 0.2], [-0.4, -0.3, -0.2], [0.0, 0.1, 0.1], [-0.2, 0.0, -0.4], [0.1, -0.3, -0.3], [0.8, -0.1, -0.1], [-0.4, -0.1, 0.0], [-0.1, 1.5, 1.7], [0.0, -0.9, -0.4], [-0.7, -0.7, -0.2], [0.1, 0.2, -0.1], [0.0, -0.1, -0.1], [-0.1, 0.2, 0.3], [0.6, 0.0, -0.3], [0.4, -0.5, -0.4], [-0.1, 0.1, -0.7], [-0.3, 0.5, 0.3], [-0.1, 1.3, -0.8], [-0.9, -0.7, 1.1], [0.5, 0.2, 0.1], [-0.1, -0.5, 0.9], [-0.2, -0.3, -0.4], [0.3, 0.0, 0.5], [0.0, -0.1, -0.1], [0.3, -0.6, 0.0], [0.1, 0.4, -0.2], [0.0, 0.3, -0.1], [0.3, -0.1, -0.3], [-0.4, 0.2, -0.3], [-0.8, -0.7, 0.0], [1.3, 1.8, 0.0], [0.3, -0.4, 0.6], [0.5, 0.4, -0.3], [-1.2, -1.8, -1.0], [0.2, 0.4, 0.1], [0.0, 0.0, 0.2], [-0.1, -0.3, -0.2], [-0.3, 0.1, 0.1], [0.1, 0.2, 0.4], [0.2, 0.3, 0.1], [-0.2, 0.1, -0.1], [0.7, -0.4, 0.5], [-1.5, -1.2, -0.5], [-1.8, 1.6, -0.3], [2.1, -1.2, 0.7], [0.5, 0.8, -0.5], [-0.2, 0.1, -0.2], [0.2, 0.1, 0.0], [-0.4, 0.0, -0.2], [0.6, 0.1, 0.4], [0.5, 0.6, 0.2], [-0.8, -0.4, -0.2], [0.0, 0.0, 0.0], [0.0, 0.3, -0.2], [-1.6, -0.5, 1.3], [0.2, -1.0, 0.0], [0.2, 0.7, -0.6], [0.9, -0.2, 1.6], [-0.5, 0.7, -1.3], [0.1, 0.0, 0.0], [-0.3, -0.1, -0.5], [0.5, -0.2, 0.0], [0.4, 0.3, -0.6], [0.0, 0.4, -0.2], [0.0, 0.3, 0.7], [0.0, -0.3, -0.1], [-0.2, 0.3, -0.4], [0.1, 0.0, -0.3], [-0.2, -0.3, 0.2], [-0.1, -0.2, -0.1], [0.3, 0.0, 0.3], [-0.1, -0.1, -0.1], [0.0, 0.1, 0.1], [1.0, 1.0, 0.9], [-1.5, 0.3, 0.1], [0.6, -0.3, 0.8], [-0.9, 0.7, -1.1], [1.6, -0.7, 1.0], [-0.9, -0.5, 0.6], [-0.2, -0.2, -0.3], [-0.4, -0.5, -0.6], [0.3, 0.1, 0.1], [0.0, -0.4, 0.3], [0.6, -0.2, -0.6], [-0.2, 0.2, 0.1], [-0.1, 0.2, -0.2], [-0.2, -0.3, 0.1], [0.2, 0.0, -0.2], [0.0, -0.4, 0.0], [-0.1, 0.2, 0.0], [-0.8, 0.1, 0.0], [0.5, 0.0, -1.1], [0.4, 0.4, 0.3], [-0.6, 0.4, -0.5], [0.7, -0.4, 1.0], [0.5, 0.6, -0.2], [0.3, -0.7, -0.1], [-1.5, -0.7, 0.4], [1.7, 1.1, -0.4], [-0.2, -0.1, -0.3], [0.6, -0.2, 0.2], [-0.6, -0.6, 0.3], [-0.5, 0.1, 0.1], [0.3, 0.0, -0.4], [0.0, -0.2, -0.3], [-0.1, 0.5, 0.2], [-0.4, 0.3, -0.6], [0.5, 0.2, 0.3], [-0.4, 0.9, 0.2], [-0.1, -0.3, -0.2], [-0.1, -0.7, 0.4], [-0.1, 0.1, -0.4], [0.1, -0.3, 0.3], [-0.2, 0.0, -0.8], [0.9, 0.6, 1.1], [-0.3, -1.2, -0.3], [0.3, -0.1, -1.5], [0.5, 0.9, 0.3], [-0.6, 0.1, 0.1], [-0.2, 0.2, 0.0], [0.2, -0.1, 0.1], [-0.1, 0.5, 0.0], [0.2, -0.3, -0.2], [-0.3, 0.0, -0.1], [0.2, -0.3, 0.4], [-0.2, 0.0, 0.1], [0.1, 0.2, 0.2], [0.3, 0.2, -0.2], [-0.3, -0.2, 0.2], [-0.4, -0.3, 0.2], [0.2, -0.4, 0.0], [0.0, 0.1, 0.5], [-0.1, 0.1, 0.1], [0.5, -0.6, -1.4], [0.0, 0.1, 1.5], [-0.2, -0.2, -0.2], [0.4, 0.0, -0.3], [0.0, -0.3, 0.8], [0.0, -0.6, -0.4], [0.0, 0.3, 0.4], [-0.2, -0.1, 0.0], [-0.1, 0.0, -0.2], [-0.1, -0.1, -0.1], [0.1, -0.1, -0.6], [-0.2, -0.2, 0.1], [0.0, 0.4, -0.3], [0.2, -0.5, 0.4], [0.6, 0.5, -0.4], [-0.5, 0.6, -0.3], [-0.2, -0.3, 0.4], [-1.2, 0.1, 0.7], [0.0, -0.1, 0.0], [0.6, 1.1, -0.1]], "mulliken_charge": [-0.959, -0.274, -0.223, 0.155, -0.244, -0.559, -0.535, 0.087, 0.401, 0.272, 0.262, 0.115, 0.308, 0.275, 0.317, -0.333, 0.231, -1.022, 0.107, 0.822, -0.893, -0.702, 0.219, 0.405, 0.231, 0.226, 0.248, 0.186, 0.308, -0.829, 2.667, 0.543, 0.129, -0.575, 0.080, 0.220, -0.124, -0.631, -0.528, 0.402, -0.588, -0.704, -0.122, 0.071, -0.096, -0.442, 0.347, 0.115, 0.206, 0.318, -0.565, 0.174, 0.678, -1.049, -0.071, 0.213, 0.195, -0.888, 0.340, 0.392, 0.332, 0.240, -0.423, 0.138, 0.318, -1.671, 1.032, -1.034, 0.326, -0.366, -1.261, 0.377, 0.499, 0.303, -0.270, -0.100, 0.395, 0.311, 0.255, -0.403, 0.289, 0.306, 0.278, 0.378, 0.323, -1.622, 0.300, 0.755, -1.028, 0.344, -1.570, 0.374, 0.355, 0.406, 0.026, -0.035, 0.371, -0.727, 0.466, 0.324, -0.085, 0.319, 0.353, 0.339, 0.400, -1.141, -0.675, -0.290, -0.827, 0.499, -1.046, 0.354, 0.305, 0.287, 0.300, 0.362, 0.172, 0.268, 0.349, 0.356, 0.100, -0.095, 0.344, -0.032, 0.430, -1.023, 0.738, 0.477, -0.838, -0.262, -1.398, 0.450, -0.088, 0.345, -0.757, 0.543, 0.242, -0.642, 0.273, 0.345, 0.282, 0.247, 0.388, 0.350, 0.330, -0.851, -0.936, 0.472, -0.307, 0.587, -0.948, 0.129, 0.124, 0.470, 0.322, 0.422, -0.552, 0.657, -0.401, 0.504, 0.515, -0.556, -0.111, 0.373, 0.124], "lumo_ev": 0.15, "orbital_gap_ha": 0.33694, "smiles": "COP(=O)(OC)OC.CNC(C)=O.CNC(C)=O.CNC(C)=O.CNC(C)=O.CCCCCC.CCCCCC.CCCCCC.CCCCCC.CCCCCC", "total_energy_ev": -80032.80962, "homo_ha": -0.3313, "max_force_ev_per_a": 4.049, "total_charge": 0}